w | DFT (ωB97M-V/def2-TZVPD) results for a cluster of 2 separate species, C3H10N2O in total.

Calculated values
* Kohn-Sham gap: 9.34 eV
* total charge: 0
* HOMO: -0.312 hartree
* LUMO: 0.9 eV

Geometry (Å):
C (-0.6349, 1.8839, 0.2119)
C (-1.2089, 1.4719, -0.9201)
N (-2.1101, 0.4534, -1.0871)
H (0.1673, 2.6063, 0.2129)
H (-1.0710, 1.7033, 1.1884)
H (-0.9228, 1.9206, -1.8705)
H (-2.3893, 0.2358, -2.0198)
H (-2.2850, -0.1460, -0.3060)
N (1.2377, -0.8459, 1.5172)
C (1.3950, -1.8492, 0.5025)
O (1.5016, -1.3573, -0.8307)
H (2.0225, -0.2085, 1.5541)
H (0.3829, -0.3296, 1.3791)
H (2.3168, -2.3946, 0.7054)
H (0.6185, -2.5998, 0.6253)
H (0.9798, -0.5443, -0.8627)

These are the Löwdin partial charges, in e, on atoms 1 to 2: C -0.062; C -0.320



x | DFT (ωB97M-V/def2-TZVPD) results for a cluster of 3 separate species, C3H10N2O in total.

Calculated values
* Kohn-Sham gap: 7.37 eV
* total charge: 0
* HOMO: -0.244 hartree
* LUMO: 0.7 eV

Geometry (Å):
C (0.8233, 0.2085, -0.1048)
C (-0.5915, 0.1834, 0.1964)
C (-1.3451, -1.1345, 0.2554)
N (1.4394, 1.4046, -0.1695)
N (1.4477, -0.8934, -0.5611)
O (-1.1184, 1.3872, 0.7559)
H (-1.8187, 1.6363, 0.1212)
H (0.1840, -0.0201, 1.4566)
H (-1.0399, 0.5668, -1.1980)
H (0.9199, -1.7249, -0.7634)
H (0.9287, 2.1691, 0.2514)
H (2.4119, 1.4863, -0.4132)
H (2.4475, -0.9144, -0.6690)
H (-0.8456, -1.8929, 0.8688)
H (-2.3089, -0.9393, 0.7217)
H (-1.5342, -1.5229, -0.7482)

These are the Löwdin partial charges, in e, on atoms 1 to 2: C -0.502; C -0.659



y | DFT (ωB97M-V/def2-TZVPD) results for a cluster of 2 separate species, C3H10N2O in total.

Calculated values
* Kohn-Sham gap: 9.05 eV
* total charge: 0
* HOMO: -0.310 hartree
* LUMO: 0.6 eV

Geometry (Å):
H (1.7232, 0.4969, -2.4808)
N (1.8308, 0.8471, -1.4174)
C (0.9866, 0.2951, -0.6039)
N (1.3209, -0.0937, 0.7581)
C (0.2585, -0.9468, 1.2633)
C (-0.8119, -0.0228, 1.8367)
H (-0.0636, 0.4691, -0.9104)
H (2.2379, -0.3184, 0.6566)
H (0.6909, -1.7550, 1.9369)
H (-0.1296, -1.4755, 0.4236)
H (-0.3780, 1.0496, 2.0301)
H (-1.0731, -0.3375, 2.8696)
H (-1.7135, 0.2111, 1.1094)
O (-2.5335, 0.0826, -1.6983)
H (-2.7781, 0.5642, -0.8275)
H (-2.9093, -0.7918, -1.5830)

These are the Löwdin partial charges, in e, on atoms 1 to 2: H 0.101; N 0.007



Most stable: w. Least stable: x.



w | DFT (ωB97M-V/def2-TZVPD) results for a cluster of 2 separate species, C3H10N2O in total.

Calculated values
* Kohn-Sham gap: 9.93 eV
* total charge: 0
* HOMO: -0.333 hartree
* LUMO: 0.9 eV

Geometry (Å):
C (-0.2754, 3.5185, -1.2322)
C (-0.5096, 2.2101, -1.0758)
O (-0.5752, 1.4190, -2.2430)
H (-0.5331, 4.2244, -0.4286)
H (0.1724, 4.0512, -2.0581)
H (-0.4966, 1.7276, -0.0890)
H (0.1457, 1.8883, -2.6982)
N (0.6595, -1.0281, 1.5470)
C (-0.1618, -2.2478, 1.4481)
N (0.5904, -3.4661, 1.3242)
H (0.5187, -0.3233, 0.8477)
H (0.8487, -0.7667, 2.4952)
H (-0.6125, -2.2648, 2.4324)
H (-0.9577, -2.2882, 0.7062)
H (0.9839, -3.5183, 0.3824)
H (1.4690, -3.4191, 1.8357)

These are the Löwdin partial charges, in e, on atoms 1 to 2: C -0.008; C -0.245



x | DFT (ωB97M-V/def2-TZVPD) results for a cluster of 2 separate species, C3H10N2O in total.

Calculated values
* Kohn-Sham gap: 9.12 eV
* total charge: 0
* HOMO: -0.303 hartree
* LUMO: 0.9 eV

Geometry (Å):
C (0.3280, -0.9727, -2.8270)
C (0.3005, -0.7988, -1.3462)
N (-0.8790, -0.6302, -0.5617)
C (1.4899, -1.0699, -0.8419)
N (1.9668, -0.9127, 0.4938)
H (1.3034, -1.3529, -3.2256)
H (-0.4466, -1.7725, -3.1081)
H (-0.0833, 0.0131, -3.2925)
H (-1.2730, 0.2279, -0.8465)
H (-0.9581, -0.7313, 0.4962)
H (2.3368, -1.3975, -1.4756)
H (2.3036, -1.7793, 0.8563)
H (2.6067, -0.0756, 0.6688)
O (-2.6894, 3.9896, 5.1674)
H (-2.7772, 2.9798, 5.1166)
H (-3.5290, 4.2832, 4.7260)

These are the Löwdin partial charges, in e, on atoms 1 to 2: C -0.091; C -0.423



y | DFT (ωB97M-V/def2-TZVPD) results for a cluster of 2 separate species, C3H10N2O in total.

Calculated values
* Kohn-Sham gap: 9.91 eV
* total charge: 0
* HOMO: -0.327 hartree
* LUMO: 1.0 eV

Geometry (Å):
C (0.2532, -1.2002, -1.2665)
N (0.4578, -0.6158, 0.0494)
C (1.8493, -0.3502, 0.3290)
O (2.0314, -0.0687, 1.6997)
H (0.7993, -0.6060, -2.0031)
H (-0.8005, -1.1555, -1.5427)
H (0.6003, -2.2379, -1.3404)
H (0.0150, -1.1589, 0.7789)
H (2.5087, -1.2022, 0.1231)
H (2.1477, 0.5148, -0.2756)
H (1.4326, 0.6549, 1.9242)
C (-2.0420, 1.5231, -0.0251)
N (-2.3802, 0.9288, 1.0385)
H (-1.2099, 1.1164, -0.5943)
H (-2.4852, 2.4617, -0.3677)
H (-3.1775, 1.3957, 1.4726)

These are the Löwdin partial charges, in e, on atoms 1 to 2: C -0.140; N -0.128



Most stable: y. Least stable: w.



w | DFT (ωB97M-V/def2-TZVPD) results for a cluster of 2 separate species, C3H6N4S in total.

Calculated values
* Kohn-Sham gap: 10.33 eV
* total charge: 0
* HOMO: -0.353 hartree
* LUMO: 0.7 eV

Geometry (Å):
C (0.4657, -1.7374, -1.8297)
N (0.0352, -0.6902, -0.8760)
N (-1.2738, -1.0061, -0.4241)
C (0.7285, -0.2860, 0.1909)
N (1.2477, 0.1823, 1.1455)
H (0.0544, -1.4878, -2.7849)
H (1.5224, -1.6448, -1.9116)
H (0.0470, -2.6087, -1.5209)
H (-1.3487, -1.0669, 0.5711)
H (-1.9492, -0.3325, -0.7009)
N (-1.5096, 2.5541, 1.4174)
C (-0.4745, 2.9070, 1.8030)
S (0.9986, 3.2627, 2.3875)
H (1.4563, 1.9543, 2.5330)

These are the Löwdin partial charges, in e, on atoms 1 to 2: C -0.015; N -0.196



x | DFT (ωB97M-V/def2-TZVPD) results for a cluster of 2 separate species, C3H6N4S in total.

Calculated values
* Kohn-Sham gap: 9.31 eV
* total charge: 0
* HOMO: -0.310 hartree
* LUMO: 0.9 eV

Geometry (Å):
C (-0.7262, -0.6783, -1.0113)
C (-1.6913, 0.4888, -0.5815)
C (1.4897, 1.0620, 1.0058)
N (0.4530, -0.7439, -0.1518)
N (1.0139, 0.1810, 0.3566)
N (4.1389, -0.5527, 0.6802)
N (4.3246, -0.8356, 1.7131)
S (-2.4424, 0.0940, 1.0635)
H (-1.3059, -1.6202, -0.9941)
H (-0.4320, -0.4672, -2.0992)
H (-1.2956, 1.5219, -0.4620)
H (-2.5226, 0.6018, -1.2823)
H (2.3617, 1.5918, 1.1900)
H (-3.3658, -0.6434, 0.5729)

These are the Löwdin partial charges, in e, on atoms 1 to 2: C -0.262; C -0.532



Most stable: w. Least stable: x.